Density functional theory data (ωB97M-V/def2-TZVPD) for a structure of composition C28H31GaN4O5S at a distorted geometry.

HOMO level = -7.10 eV
Energy above the lowest of the compared OMol25 structures with the same formula, charge and spin = 32.5 kcal/mol
2S+1 = 1
DFT total energy = -4003.8136 Ha
Gap between HOMO and LUMO = 7.14 eV
Maximum force = 3.07 eV/A

Geometry (Å):
Ga1 6.304 -18.099 -3.274
C1 3.862 -21.696 -7.244
O1 4.429 -20.644 -6.437
C2 5.270 -19.733 -6.971
C3 5.497 -19.505 -8.340
C4 6.641 -18.804 -8.755
C5 7.514 -18.293 -7.794
C6 7.242 -18.445 -6.378
C7 8.291 -18.088 -5.462
N1 8.118 -17.943 -4.172
N2 9.140 -17.724 -3.367
C8 8.739 -17.314 -2.145
O2 7.511 -17.374 -1.767
C9 9.796 -16.928 -1.176
C10 9.392 -16.368 0.060
C11 10.365 -16.195 1.076
C12 11.665 -16.586 0.852
C13 12.069 -17.039 -0.405
C14 11.153 -17.217 -1.426
C15 6.039 -19.063 -5.944
O3 5.537 -19.091 -4.746
H1 3.525 -22.430 -6.477
H2 4.637 -22.174 -7.918
H3 2.976 -21.392 -7.815
H4 4.924 -19.967 -9.141
H5 6.953 -18.791 -9.769
H6 8.395 -17.653 -8.083
H7 9.325 -18.133 -5.769
H8 8.355 -16.143 0.172
H9 10.164 -15.737 2.012
H10 12.348 -16.509 1.683
H11 13.056 -17.411 -0.565
H12 11.461 -17.632 -2.367
C16 4.664 -13.285 -0.408
C17 6.029 -13.850 -0.792
N3 5.953 -14.456 -2.143
C18 6.467 -13.602 -3.217
C19 5.593 -12.390 -3.417
C20 5.237 -15.581 -2.335
S1 5.130 -16.238 -3.972
N4 4.745 -16.232 -1.288
C21 4.356 -17.518 -1.272
O4 4.829 -18.406 -2.032
C22 3.382 -17.917 -0.231
C23 3.130 -17.132 0.875
C24 2.095 -17.440 1.792
C25 1.345 -18.568 1.620
C26 1.710 -19.438 0.572
C27 2.672 -19.125 -0.354
H13 4.782 -12.684 0.452
H14 3.936 -14.111 -0.170
H15 4.209 -12.641 -1.176
H16 6.358 -14.569 -0.007
H17 6.874 -13.098 -0.791
H18 6.453 -14.225 -4.106
H19 7.525 -13.284 -3.074
H20 4.526 -12.597 -3.215
H21 5.603 -12.161 -4.506
H22 5.998 -11.550 -2.785
H23 3.725 -16.237 1.084
H24 1.795 -16.754 2.594
H25 0.409 -18.792 2.127
H26 1.209 -20.440 0.531
H27 2.821 -19.770 -1.232
C28 7.446 -21.136 -3.112
O5 6.666 -20.068 -2.488
H28 8.145 -21.461 -2.342
H29 8.042 -20.726 -3.996
H30 6.779 -21.918 -3.421
H31 5.873 -20.416 -2.054

Löwdin atomic charge list, values in e, 2 entries: 0.15 -0.06

***

Density functional theory data (ωB97M-V/def2-TZVPD) for a structure of composition C28H31MnN9O5.

HOMO level (alpha / beta) = -10.94 / -10.94 eV
Net charge = +1
2S+1 = 5
DFT total energy = -3105.5228 Ha
Gap between HOMO and LUMO (alpha / beta) = 6.71 / 7.81 eV
Maximum force = 0.85 eV/A

Geometry (Å):
Mn1 0.183 0.077 -0.373
O1 -0.201 0.654 3.551
C1 -0.400 0.387 2.378
N1 0.549 0.213 1.431
C2 1.905 0.178 1.935
C3 2.831 -0.299 0.860
C4 4.212 -0.298 1.026
C5 5.010 -0.812 0.022
C6 4.398 -1.325 -1.114
C7 3.022 -1.259 -1.214
N2 2.252 -0.742 -0.258
C8 -1.768 0.198 1.797
C9 -2.906 0.298 2.584
C10 -4.141 0.098 1.990
C11 -4.185 -0.218 0.639
C12 -2.997 -0.313 -0.073
N3 -1.810 -0.093 0.486
H1 1.948 -0.520 2.789
H2 2.204 1.167 2.313
H3 4.637 0.116 1.928
H4 6.085 -0.808 0.118
H5 4.980 -1.755 -1.914
H6 2.513 -1.628 -2.097
H7 -2.792 0.531 3.631
H8 -5.048 0.183 2.567
H9 -5.127 -0.379 0.143
H10 -2.990 -0.560 -1.128
C13 -0.364 3.426 -1.724
N4 -0.784 4.808 -1.687
C14 -0.202 5.448 -0.513
N5 -0.626 4.763 0.701
C15 -0.205 3.378 0.645
N6 -0.786 2.666 -0.518
C16 -2.257 2.798 -0.426
N7 -2.692 4.178 -0.380
C17 -2.234 4.865 -1.582
C18 -2.080 4.820 0.780
H11 0.725 3.406 -1.793
H12 -0.798 2.944 -2.608
H13 -0.529 6.490 -0.472
H14 0.888 5.416 -0.585
H15 -0.527 2.880 1.565
H16 0.885 3.335 0.562
H17 -2.607 2.312 0.488
H18 -2.706 2.304 -1.294
H19 -2.551 5.909 -1.542
H20 -2.674 4.385 -2.460
H21 -2.413 4.313 1.689
H22 -2.393 5.866 0.814
O2 -1.189 -1.314 -3.651
C19 -0.322 -0.472 -3.547
N8 0.083 0.092 -2.352
C20 1.152 0.905 -2.561
O3 1.692 1.469 -1.599
C21 1.479 0.943 -3.992
C22 2.454 1.603 -4.709
C23 2.456 1.430 -6.091
C24 1.523 0.614 -6.714
C25 0.552 -0.071 -5.982
C26 0.543 0.108 -4.618
H23 3.177 2.232 -4.215
H24 3.191 1.947 -6.686
H25 1.551 0.507 -7.785
H26 -0.174 -0.707 -6.464
N9 -0.885 -4.114 -2.553
C27 0.036 -4.481 -1.484
C28 0.231 -3.246 -0.595
O4 0.985 -3.163 0.332
O5 -0.542 -2.231 -0.976
H27 -1.694 -4.715 -2.610
H28 -0.451 -4.083 -3.466
H29 -1.004 -2.560 -1.828
H30 1.022 -4.801 -1.838
H31 -0.349 -5.288 -0.856

Löwdin atomic charge list, values in e, 2 entries: 1.09 0.10